1.
ORCA calculation (ωB97M-V/def2-TZVPD) on a cluster of 2 separate species, C3H6BrO2S in total at a distorted geometry.

Geometry as XYZ:
```
13
C3H6BrO2S | the OMol25 dataset | ωB97M-V/def2-TZVPD
C -0.20 -0.49 1.51
C 0.08 -0.10 -0.99
C -0.01 -1.00 0.15
O 4.39 -1.88 -0.45
O 3.94 -0.32 1.34
S 3.47 -0.83 0.05
Br -1.45 -2.31 -0.13
H -1.12 0.10 1.63
H -0.16 -1.40 2.31
H 0.74 0.00 1.77
H 1.27 0.27 -1.10
H -0.57 0.67 -0.95
H -0.12 -0.58 -1.97
```

Results
frontier orbital gap (spin up / spin down)	0.1747 / 0.2768	hartree
charge	-1
HOMO energy (spin up / spin down)	-0.0674 / -0.1582	hartree
maximum force	6.0	eV Å⁻¹

***

2.
ORCA calculation (ωB97M-V/def2-TZVPD) on the ion C6H17N2O2 with charge +1 at a distorted geometry.

Geometry as XYZ:
```
27
C6H17N2O2 | the OMol25 dataset | ωB97M-V/def2-TZVPD
C 1.89 -3.28 -1.93
C 0.81 -2.60 -1.17
C 1.08 -1.12 -0.83
C -0.10 -0.61 -0.12
C 0.16 0.90 0.40
C -1.01 1.69 0.66
N -1.88 1.94 -0.36
N -1.70 1.36 2.00
O -0.56 3.32 1.13
O 0.27 3.34 2.30
H 2.27 -3.09 -2.96
H 1.68 -4.26 -1.98
H 2.80 -3.15 -1.23
H 0.51 -3.33 -0.39
H -0.14 -2.49 -1.76
H 2.04 -0.95 -0.34
H 0.98 -0.75 -1.91
H -0.86 -0.47 -0.85
H -0.48 -1.21 0.75
H 0.58 0.80 1.41
H 0.91 1.40 -0.27
H -2.58 2.69 -0.34
H -1.68 1.67 -1.29
H -2.13 2.29 2.30
H -1.00 1.02 2.63
H -2.47 0.68 1.74
H 0.61 4.22 2.41
```

Results
frontier orbital gap	0.3706	hartree
charge	+1
structure (SMILES)	CCCCC[C@@](N)([NH3+])OO
HOMO energy	-0.4935	hartree
maximum force	4.6	eV Å⁻¹

***

3.
ORCA calculation (ωB97M-V/def2-TZVPD) on a cluster of 2 separate species, CH2FNO3S in total at a distorted geometry.

Geometry as XYZ:
```
9
CH2FNO3S | the OMol25 dataset | ωB97M-V/def2-TZVPD
C 1.08 0.90 -0.01
N 0.52 -0.30 0.25
O 0.43 1.89 -0.14
O -1.74 0.51 1.02
O -1.48 -1.81 0.24
F -1.37 0.02 -1.36
S -1.13 -0.44 0.18
H 2.18 0.87 -0.04
H 1.51 -1.63 -0.14
```

Results
frontier orbital gap (spin up / spin down)	0.3081 / 0.3081	hartree
HOMO energy (spin up / spin down)	-0.4094 / -0.4094	hartree
maximum force	5.2	eV Å⁻¹

***

4.
ORCA calculation (ωB97M-V/def2-TZVPD) on a structure of composition C3H8B2FNO2Pd at a distorted geometry.

Geometry as XYZ:
```
18
C3H8B2FNO2Pd | the OMol25 dataset | ωB97M-V/def2-TZVPD
C 0.52 0.10 -1.42
C -0.76 -0.18 -0.50
C -1.80 -1.32 -1.02
N -1.07 0.44 0.61
B -0.15 0.11 1.74
F -0.52 -0.82 2.74
B 1.36 0.85 1.97
O 2.53 0.03 1.95
O 1.35 2.26 2.12
H 0.13 0.47 -2.43
H 1.11 -0.85 -1.59
H 1.16 0.94 -0.99
H -2.12 -2.00 -0.17
H -2.73 -0.75 -1.51
H -1.30 -1.93 -1.86
H 2.68 -0.21 1.01
H 2.30 2.53 2.08
Pd -2.69 0.32 -2.73
```

Results
frontier orbital gap	0.1531	hartree
charge	+2
HOMO energy	-0.6554	hartree
maximum force	4.6	eV Å⁻¹

***

5.
ORCA calculation (ωB97M-V/def2-TZVPD) on an isolated molecule of C3H3NO at a distorted geometry.

Geometry as XYZ:
```
8
C3H3NO | the OMol25 dataset | ωB97M-V/def2-TZVPD
N 2.35 0.59 -0.19
C 1.38 -0.02 -0.06
C 0.05 -0.62 0.02
C -0.95 0.55 0.05
O -2.14 0.42 -0.01
H -0.12 -1.26 -0.85
H -0.07 -1.24 0.92
H -0.45 1.53 0.16
```

Results
frontier orbital gap	0.4139	hartree
structure (SMILES)	N#CCC=O
HOMO energy	-0.3982	hartree
maximum force	1.2	eV Å⁻¹

***

6.
ORCA calculation (ωB97M-V/def2-TZVPD) on a cluster of 9 separate species, C31H52F2O17S2 in total at a distorted geometry.

Geometry as XYZ:
```
104
C31H52F2O17S2 | the OMol25 dataset | ωB97M-V/def2-TZVPD
F 2.70 7.95 -0.91
C 1.79 7.01 -0.58
C 1.72 5.81 -1.27
C 0.79 4.85 -0.88
C -0.14 5.23 0.09
C -0.11 6.46 0.72
C 0.88 7.39 0.39
H 2.51 5.60 -1.98
H 0.76 3.94 -1.46
H -0.90 4.51 0.39
H -0.93 6.72 1.37
H 0.94 8.36 0.86
F 2.21 -0.14 -2.58
C 2.78 0.03 -3.79
C 3.75 -0.89 -4.18
C 4.27 -0.83 -5.47
C 3.95 0.28 -6.25
C 3.05 1.24 -5.85
C 2.44 1.09 -4.60
H 4.08 -1.66 -3.50
H 4.94 -1.58 -5.85
H 4.33 0.25 -7.27
H 2.67 1.98 -6.54
H 1.65 1.75 -4.24
C -4.04 1.96 2.36
S -3.49 3.02 0.98
O -2.67 2.13 0.07
C -5.10 3.25 0.16
H -3.14 1.52 2.78
H -4.62 1.19 1.83
H -4.60 2.51 3.12
H -5.04 4.00 -0.63
H -5.83 3.66 0.87
H -5.46 2.27 -0.12
C 0.04 1.07 -0.59
S 0.11 -0.50 0.33
O 1.13 -0.32 1.42
C -1.57 -0.48 1.05
H 1.04 1.31 -0.94
H -0.39 1.92 -0.05
H -0.60 0.81 -1.43
H -1.60 -1.37 1.67
H -2.42 -0.47 0.39
H -1.53 0.37 1.73
C 2.19 -2.45 3.37
O 2.58 -3.82 3.31
C 2.24 -4.56 4.38
O 1.48 -4.23 5.23
O 2.81 -5.75 4.33
C 3.79 -6.10 3.37
H 2.82 -1.90 2.67
H 2.34 -2.04 4.36
H 1.18 -2.26 3.01
H 3.51 -5.71 2.39
H 3.92 -7.18 3.33
H 4.75 -5.68 3.69
C 1.17 6.12 5.50
O 1.32 5.40 4.30
C 0.70 4.24 4.16
O 0.02 3.71 5.01
O 0.95 3.77 2.96
C 0.43 2.47 2.66
H 0.28 6.74 5.41
H 2.01 6.78 5.72
H 1.12 5.45 6.36
H 0.49 1.84 3.55
H 1.05 1.96 1.94
H -0.58 2.54 2.25
C -7.50 -2.74 -4.63
O -6.65 -2.73 -3.49
C -6.02 -1.59 -3.19
O -6.32 -0.49 -3.54
O -5.08 -1.88 -2.29
C -4.26 -0.87 -1.78
H -8.30 -2.01 -4.52
H -7.89 -3.76 -4.65
H -6.98 -2.66 -5.58
H -3.46 -0.58 -2.47
H -3.80 -1.36 -0.92
H -4.76 0.04 -1.43
C -4.91 -4.89 -0.52
O -3.55 -4.54 -0.66
C -2.89 -4.09 0.41
O -3.34 -4.04 1.51
O -1.67 -3.71 0.10
C -1.23 -3.49 -1.23
H -5.17 -5.51 0.34
H -5.25 -5.43 -1.40
H -5.54 -4.00 -0.50
H -1.93 -3.93 -1.94
H -0.22 -3.90 -1.32
H -1.14 -2.41 -1.39
C 3.77 -1.59 -0.24
O 4.99 -2.26 0.08
C 5.42 -3.14 -0.83
O 4.86 -3.38 -1.85
O 6.58 -3.69 -0.49
C 7.10 -3.45 0.83
H 3.89 -1.05 -1.17
H 3.64 -0.90 0.60
H 2.88 -2.21 -0.20
H 7.54 -2.46 0.95
H 7.93 -4.15 0.91
H 6.32 -3.66 1.56
```

Results
frontier orbital gap	0.3398	hartree
HOMO energy	-0.3321	hartree
maximum force	1.6	eV Å⁻¹

***

7.
ORCA calculation (ωB97M-V/def2-TZVPD) on a cluster of 6 separate species, C6H24O6 in total at a distorted geometry.

Geometry as XYZ:
```
36
C6H24O6 | the OMol25 dataset | ωB97M-V/def2-TZVPD
C -1.56 -0.81 -3.54
O -0.61 -1.28 -2.60
H -1.14 -0.28 -4.40
H -1.99 -1.69 -4.02
H -2.34 -0.18 -3.11
H -0.42 -0.54 -2.00
C -0.46 -2.45 3.54
O -0.85 -2.17 4.89
H 0.11 -1.64 3.08
H 0.04 -3.41 3.59
H -1.34 -2.47 2.89
H -0.36 -2.74 5.48
C -2.58 -2.88 0.02
O -2.59 -1.53 0.57
H -1.90 -3.48 0.62
H -3.60 -3.23 0.21
H -2.34 -2.89 -1.04
H -3.30 -1.13 0.05
C 1.22 2.17 -2.67
O 2.17 1.53 -3.49
H 1.53 2.33 -1.63
H 0.93 3.15 -3.04
H 0.39 1.51 -2.39
H 1.94 1.77 -4.39
C 3.44 3.40 1.17
O 3.36 2.32 2.10
H 3.09 4.35 1.59
H 4.31 3.54 0.54
H 2.62 3.23 0.46
H 2.52 2.43 2.55
C 0.11 0.77 1.02
O -0.16 -0.03 -0.13
H -0.84 1.15 1.40
H 0.64 0.29 1.85
H 0.78 1.56 0.69
H -0.84 -0.69 0.13
```

Results
frontier orbital gap	0.3908	hartree
structure (SMILES)	CO.CO.CO.CO.CO.CO
HOMO energy	-0.3697	hartree
maximum force	2.9	eV Å⁻¹

***

8.
ORCA calculation (ωB97M-V/def2-TZVPD) on a structure of composition C4H6O at a distorted geometry.

Geometry as XYZ:
```
11
C4H6O | the OMol25 dataset | ωB97M-V/def2-TZVPD
C 0.67 0.05 0.11
C -0.27 -1.15 0.26
C -1.48 -0.07 -0.41
C -0.47 1.07 0.29
H 0.06 -2.10 -0.38
H -0.51 -1.41 1.45
H -1.33 0.20 -1.76
H -2.87 -0.22 -0.10
H -0.34 2.37 -0.15
H -0.58 1.18 1.53
O 1.86 0.06 -0.26
```

Results
frontier orbital gap	0.3762	hartree
HOMO energy	-0.3600	hartree
maximum force	5.0	eV Å⁻¹

***

9.
ORCA calculation (ωB97M-V/def2-TZVPD) on a cluster of 10 separate species, C50H93N10O2 in total at a distorted geometry.

Geometry as XYZ:
```
155
C50H93N10O2 | the OMol25 dataset | ωB97M-V/def2-TZVPD
C -2.91 3.09 0.09
O -1.81 2.24 0.62
C -0.58 2.39 -0.21
C -0.71 1.63 -1.68
C 0.09 0.20 -1.62
C -0.58 -0.94 -0.65
C -2.21 -0.86 -0.50
C -2.75 -2.44 -0.60
C -4.19 -2.68 0.14
N -4.05 -3.99 0.92
C -4.06 -3.56 2.37
C -2.68 -3.61 3.26
C -1.69 -2.32 3.09
C -0.25 -2.75 3.82
C -2.20 -0.96 3.88
C -4.94 -2.18 2.28
O -4.76 -1.55 0.93
H -2.52 4.08 -0.42
H -3.45 2.48 -0.78
H -3.73 3.29 0.93
H 0.37 1.97 0.37
H -0.40 3.55 -0.30
H -1.82 1.57 -2.05
H -0.14 2.32 -2.46
H 0.21 -0.17 -2.73
H 1.16 0.44 -1.16
H -0.31 -2.01 -1.10
H -0.12 -0.90 0.43
H -2.43 -0.42 0.59
H -2.76 -0.27 -1.34
H -2.80 -2.70 -1.74
H -1.95 -3.08 -0.03
H -5.00 -2.87 -0.69
H -5.00 -4.46 0.83
H -3.34 -4.67 0.57
H -4.78 -4.30 2.95
H -2.06 -4.56 2.90
H -2.92 -3.81 4.41
H -1.41 -2.05 1.98
H 0.19 -3.76 3.42
H 0.54 -1.86 3.79
H -0.51 -2.88 4.98
H -1.40 -0.51 4.61
H -3.16 -1.25 4.49
H -2.42 -0.16 3.02
H -4.87 -1.39 3.14
H -6.07 -2.53 2.32
C 4.83 -2.47 -4.38
C 3.36 -2.82 -4.63
C 2.40 -2.03 -3.74
C 2.69 -2.33 -2.28
N 2.93 -2.58 -1.07
H 5.13 -2.71 -3.36
H 5.47 -3.03 -5.06
H 5.00 -1.40 -4.55
H 3.23 -3.90 -4.46
H 3.12 -2.63 -5.68
H 1.37 -2.31 -3.97
H 2.51 -0.96 -3.92
C 1.35 -6.45 1.55
C -0.16 -6.35 1.73
C -0.91 -7.55 1.14
C -0.65 -7.63 -0.35
N -0.43 -7.70 -1.59
H 1.63 -6.45 0.49
H 1.84 -5.59 2.01
H 1.74 -7.36 2.02
H -0.52 -5.43 1.27
H -0.39 -6.28 2.80
H -1.99 -7.44 1.31
H -0.59 -8.48 1.62
C 0.61 6.20 -2.66
C 1.60 6.37 -1.51
C 3.06 6.26 -1.96
C 3.31 4.89 -2.58
N 3.52 3.76 -3.09
H 0.69 5.21 -3.12
H -0.42 6.31 -2.30
H 0.78 6.96 -3.44
H 1.39 5.60 -0.75
H 1.44 7.34 -1.04
H 3.73 6.40 -1.11
H 3.29 7.04 -2.70
C -9.69 -0.38 -1.73
C -8.70 -0.21 -0.58
C -7.24 -0.32 -1.03
C -6.99 -1.69 -1.65
N -6.78 -2.82 -2.15
H -9.61 -1.37 -2.19
H -10.72 -0.27 -1.37
H -9.52 0.38 -2.51
H -8.91 -0.98 0.18
H -8.86 0.76 -0.11
H -6.58 -0.18 -0.17
H -7.01 0.45 -1.77
C 0.14 10.18 -5.95
C -0.92 10.21 -4.86
C -0.39 10.72 -3.52
C 0.72 9.81 -3.03
N 1.65 9.05 -2.63
H 0.96 9.50 -5.70
H -0.29 9.84 -6.90
H 0.57 11.18 -6.11
H -1.33 9.20 -4.74
H -1.75 10.86 -5.19
H -1.20 10.73 -2.78
H 0.00 11.74 -3.62
C 4.53 2.04 1.78
C 4.66 0.79 0.91
C 3.33 0.06 0.71
C 2.78 -0.37 2.06
N 2.32 -0.74 3.17
H 4.19 1.80 2.79
H 5.50 2.54 1.87
H 3.82 2.75 1.33
H 5.39 0.11 1.38
H 5.07 1.07 -0.06
H 3.48 -0.82 0.08
H 2.61 0.72 0.22
C 7.84 6.13 4.39
C 6.32 6.22 4.57
C 5.58 5.02 3.98
C 5.84 4.94 2.49
N 6.06 4.87 1.25
H 8.11 6.12 3.33
H 8.33 6.99 4.85
H 8.23 5.22 4.85
H 5.97 7.15 4.11
H 6.10 6.29 5.64
H 4.50 5.13 4.15
H 5.90 4.09 4.46
C -7.96 -8.06 2.44
C -7.79 -8.02 3.96
C -6.77 -6.97 4.41
C -5.41 -7.30 3.82
N -4.28 -7.57 3.33
H -7.03 -8.35 1.94
H -8.72 -8.80 2.17
H -8.27 -7.09 2.06
H -7.49 -9.01 4.31
H -8.76 -7.79 4.42
H -6.69 -6.97 5.51
H -7.07 -5.97 4.09
C 9.56 -0.71 -1.65
C 8.05 -0.62 -1.46
C 7.30 -1.81 -2.05
C 7.56 -1.90 -3.55
N 7.78 -1.97 -4.79
H 9.84 -0.72 -2.71
H 10.05 0.15 -1.19
H 9.95 -1.62 -1.18
H 7.69 0.31 -1.93
H 7.82 -0.55 -0.39
H 6.22 -1.71 -1.89
H 7.63 -2.74 -1.58
```

Results
frontier orbital gap	0.3276	hartree
charge	+1
HOMO energy	-0.4266	hartree
maximum force	10.3	eV Å⁻¹

***

10.
ORCA calculation (ωB97M-V/def2-TZVPD) on a structure of composition C46H58N4O2RbSe.

Geometry as XYZ:
```
112
C46H58N4O2RbSe | the OMol25 dataset | ωB97M-V/def2-TZVPD
Rb 0.93 -1.97 -0.91
C 1.33 -6.02 -1.41
N 0.32 -5.13 -1.99
C -1.01 -5.41 -1.49
C -1.16 -5.14 -0.01
C -1.90 -5.99 0.81
C -2.05 -5.66 2.15
C -1.47 -4.50 2.62
C -0.74 -3.71 1.74
N -0.59 -4.04 0.45
C 0.38 -5.06 -3.43
C -0.32 -3.85 -4.04
C -0.49 -3.80 -5.42
C -1.02 -2.65 -5.98
C -1.37 -1.60 -5.15
C -1.19 -1.75 -3.78
N -0.68 -2.86 -3.24
C 2.17 -5.38 -0.33
C 2.17 -5.86 0.97
C 2.96 -5.24 1.92
C 3.72 -4.15 1.54
C 3.66 -3.74 0.22
N 2.92 -4.33 -0.71
H 2.01 -6.35 -2.20
H 0.86 -6.92 -1.00
H -1.32 -6.45 -1.70
H -1.70 -4.74 -2.01
H -2.35 -6.89 0.40
H -2.63 -6.30 2.81
H -1.57 -4.19 3.65
H -0.26 -2.78 2.03
H -0.02 -5.97 -3.91
H 1.43 -4.99 -3.72
H -0.20 -4.64 -6.04
H -1.15 -2.57 -7.05
H -1.77 -0.67 -5.53
H -1.43 -0.95 -3.09
H 1.53 -6.69 1.23
H 2.96 -5.58 2.95
H 4.33 -3.60 2.25
H 4.21 -2.86 -0.11
C -2.77 5.40 -1.48
C -1.25 5.32 -1.30
C -0.62 6.44 -2.13
C -0.91 5.57 0.18
C -0.74 3.94 -1.71
C -1.24 2.80 -1.09
C -0.76 1.53 -1.36
Se -1.60 0.10 -0.36
C -1.08 0.54 1.45
C -1.87 1.51 2.08
C -1.59 1.97 3.35
C -0.48 1.41 3.99
C 0.32 0.44 3.43
C 0.03 -0.07 2.10
O 0.73 -1.02 1.59
C 1.54 -0.11 4.18
C 1.42 -1.63 4.40
C 1.69 0.53 5.57
C 2.82 0.21 3.40
C -2.42 3.05 4.05
C -1.54 4.27 4.34
C -3.60 3.51 3.20
C -2.97 2.50 5.37
C 0.30 1.29 -2.31
O 0.78 0.13 -2.52
C 0.76 2.48 -2.99
C 0.26 3.73 -2.66
C 1.82 2.45 -4.11
C 3.01 3.35 -3.74
C 1.19 2.97 -5.41
C 2.41 1.07 -4.43
H -3.15 6.38 -1.18
H -3.04 5.24 -2.53
H -3.29 4.64 -0.89
H -1.02 7.41 -1.81
H 0.47 6.46 -2.00
H -0.84 6.32 -3.19
H -1.30 6.54 0.51
H -1.34 4.79 0.81
H 0.17 5.55 0.33
H -2.03 2.90 -0.36
H -2.72 1.89 1.53
H -0.24 1.77 4.98
H 0.50 -1.87 4.94
H 1.41 -2.14 3.44
H 2.27 -1.99 4.99
H 0.82 0.32 6.21
H 2.57 0.11 6.06
H 1.81 1.61 5.51
H 2.76 -0.22 2.40
H 2.95 1.29 3.31
H 3.69 -0.20 3.92
H -1.14 4.69 3.41
H -2.11 5.05 4.86
H -0.69 4.00 4.97
H -3.27 3.95 2.26
H -4.28 2.69 2.97
H -4.17 4.27 3.74
H -2.17 2.18 6.04
H -3.55 3.27 5.90
H -3.62 1.65 5.19
H 0.65 4.58 -3.18
H 2.72 4.39 -3.59
H 3.48 3.00 -2.82
H 3.76 3.33 -4.54
H 0.80 3.98 -5.29
H 1.92 2.98 -6.22
H 0.35 2.32 -5.70
H 2.90 0.63 -3.56
H 1.65 0.37 -4.75
H 3.15 1.19 -5.23
```

Results
frontier orbital gap	0.1955	hartree
charge	-1
HOMO energy	-0.1292	hartree
maximum force	0.4	eV Å⁻¹